Formula: C31H58N14O3SeTa
Source: OMol25
Level of theory: wB97M-V/def2-TZVPD

The geometry in XYZ format:
```
108
Properties=species:S:1:pos:R:3:lowdin_charge:R:1
H -0.1500 -2.3156 -3.5904 0.15
H 3.6366 3.7069 -2.7624 0.12
H 2.7789 -5.4842 2.8484 0.11
Ta 0.4202 -0.2124 0.0552 2.01
C 0.8382 0.6526 -3.1670 -0.19
N 1.7486 -2.1007 0.5917 -0.06
H -1.9998 3.5583 -2.8408 0.11
H 3.1471 2.5282 -3.9815 0.11
H 2.7046 2.3413 -0.0067 0.10
H 4.0276 -0.6009 3.8184 0.10
H 0.0135 -3.3768 1.9938 0.03
C 1.2672 4.4670 -3.6281 -0.01
H 2.8858 -1.8945 4.2294 0.10
H 0.4715 -3.5626 -0.3354 0.09
N 1.5926 3.3133 -2.7800 -0.13
H 2.6281 -0.5286 -2.8102 0.11
H -2.3578 -1.8299 -2.5718 0.14
H -4.9252 0.7300 -1.7241 0.11
C -1.9811 2.3014 1.1795 -0.34
C 2.9656 2.8698 -2.9596 -0.02
C -2.0332 3.5984 1.8309 -0.36
H 2.7351 0.4144 -1.4195 0.05
N -3.9007 -0.9282 -0.9875 -0.13
H -0.1134 0.4744 -3.6648 0.11
C 0.6418 2.6932 -2.0414 -0.39
C 0.9551 0.1424 3.0515 -0.11
H -0.4512 -3.0661 -2.0302 0.12
C -5.1167 -1.7400 -0.8451 0.00
C 1.8685 -2.6509 -1.6922 -0.15
C -2.7773 -1.2138 -0.2986 -0.39
H -4.1972 -0.2846 -2.9737 0.11
C -3.2812 4.2325 2.1387 0.02
C -4.4282 3.6070 1.8023 -0.03
N 2.5809 0.2791 -0.4323 -0.06
H 0.6219 -5.0422 1.8030 0.12
C -1.7209 3.1551 -1.8628 -0.01
C 0.6820 -4.1245 2.3910 -0.02
H -1.7848 -2.8269 2.3002 0.07
H -0.4906 5.5586 -2.0495 0.10
H 2.9114 -4.3374 4.1869 0.11
N 2.0379 -3.5987 2.3960 -0.09
C -4.0478 0.1334 -1.9771 -0.02
H -3.1832 0.7818 -1.9874 0.05
N 0.5791 1.3427 -1.8747 -0.03
H 4.4074 -1.8199 0.3249 0.10
H 1.5515 -1.1950 -3.9823 0.15
C -0.2907 -2.1116 -2.5270 -0.15
C 4.5622 -1.4222 1.3283 -0.01
H -5.3276 1.8625 0.8863 0.12
N -1.5199 -0.9819 -0.8164 -0.05
H -1.4188 -3.1589 0.5844 0.07
H 3.2187 2.0765 -2.2750 0.06
H 1.7480 -0.2556 3.6780 0.11
C -2.2052 -2.9610 1.3059 -0.03
C -4.3858 2.3291 1.1506 -0.02
H -4.8936 -2.6761 -0.3440 0.10
H 4.2202 1.4671 0.2756 0.14
N -0.8737 4.1482 2.1177 -0.17
O 3.2668 1.4527 2.7443 0.12
H 1.6422 4.2632 -4.6317 0.11
N -2.9429 -1.7732 0.9063 -0.12
H 2.1347 -4.0699 -0.1192 0.15
H 3.0458 -0.5817 -0.1469 0.05
H 0.5451 0.9959 3.6018 0.13
C -1.4851 -1.2549 -2.2661 -0.21
O -0.5189 -0.9215 1.5556 -0.28
H 5.4686 -1.8904 1.7171 0.12
H -2.3827 3.5898 -1.1180 0.10
C -0.1135 4.9064 -1.2599 -0.05
H -2.8927 -3.8108 1.3212 0.12
H 4.5903 -2.2722 3.9237 0.10
H -3.2206 0.7536 0.3504 0.06
N 1.4488 0.4869 1.7278 -0.21
C -4.0514 -1.4372 1.7992 -0.01
H 0.9451 5.1010 -1.1101 0.10
H 4.7466 -0.3481 1.3040 0.08
H -0.6465 5.1542 -0.3423 0.08
H -1.4923 -0.3508 -2.8638 0.09
H -5.3869 4.0539 2.0255 0.13
C 3.1358 1.4003 0.3409 -0.13
H 1.7339 5.3818 -3.2631 0.11
H -5.4889 -1.9640 -1.8443 0.11
H 2.8960 -2.2862 -1.6638 0.12
C 3.7540 -1.6394 3.6265 -0.03
H 0.1923 4.6030 -3.6914 0.09
C 1.5684 -0.6585 -3.0307 -0.16
N 3.4404 -1.7696 2.1986 -0.12
C -3.2248 1.6962 0.8528 -0.05
H -5.8945 -1.2076 -0.2978 0.11
C 2.9997 -4.4495 3.1072 0.01
N -0.7605 1.8182 0.9494 -0.24
H -4.5470 -0.5306 1.4669 0.08
N 0.9555 -1.5065 -1.9731 -0.22
H 4.0129 -4.2277 2.7915 0.10
H -1.8404 2.0783 -1.8623 0.05
H -3.2590 5.1899 2.6411 0.14
H -4.7777 -2.2481 1.8706 0.11
C 2.6769 1.1271 1.7474 -0.62
H 0.3874 -4.3453 3.4169 0.12
C 1.5061 -3.2074 -0.3460 -0.19
H -3.6339 -1.2631 2.7918 0.11
C -0.1292 -0.8762 2.8646 -0.50
C 2.3811 -2.4889 1.7366 -0.37
H 1.3906 1.2770 -3.8649 0.12
Se 0.3949 3.0477 1.6602 1.29
N -0.3341 3.4919 -1.5581 -0.15
H 1.7971 -3.3789 -2.5038 0.15
O -0.6254 -1.5745 3.6889 0.16
```

Its net charge is +3. For the HOMO-LUMO gap, the calculation gives 7.409 eV. The max |F| comes out at 0.850 eV Å⁻¹.

=====

Formula: C7H16O
Source: OMol25
Level of theory: wB97M-V/def2-TZVPD

The geometry in XYZ format:
```
24
Properties=species:S:1:pos:R:3:lowdin_charge:R:1
C -0.6008 0.0357 1.0575 -0.38
H -1.4842 0.0177 -1.4011 0.11
C 0.1935 0.3024 -0.2114 -0.16
H 0.9746 -0.2561 -2.7263 0.10
H -0.1185 -1.8100 2.0807 0.07
H 1.9021 1.8283 -3.6684 0.06
H 1.0586 2.4000 -2.2282 0.07
H -2.3780 0.5883 2.0908 0.06
H 0.7220 -2.7600 4.8806 0.05
C -0.6201 0.6960 -1.5011 -0.22
O 0.4922 -3.5443 4.3458 -0.06
H 0.7286 -0.6326 -0.4722 0.12
H 1.3210 -3.7714 3.9260 0.03
H -0.9954 1.7113 -1.5785 0.11
C 0.2019 0.5227 -2.7324 -0.29
C 0.0924 -0.7471 2.1043 -0.09
C -1.8639 0.4216 1.1564 0.04
H 0.2857 2.3918 -3.7949 0.06
H -0.2658 -0.3294 3.0691 0.09
H -2.3986 0.8131 0.2968 0.05
H 1.0229 0.9709 -0.0239 0.11
H 1.2003 -0.8956 2.0875 0.09
H -0.4139 0.2438 -3.5958 0.10
C 0.9434 1.8031 -3.1612 -0.11
```

Its net charge is 0. For the HOMO-LUMO gap, the calculation gives 9.771 eV. The energy above the lowest of the compared OMol25 structures with the same formula, charge and spin comes out at 1.696 eV. The max |F| comes out at 2.923 eV Å⁻¹.

=====

> Which of these has the lowest net charge?

C7H16O

=====

> Look up the max |F| of the first one.

0.850 eV Å⁻¹

=====

> Number 1 is which compound?

C31H58N14O3SeTa